#w
Molecular formula: C13H29N2O2
Method: DFT, ωB97M-V/def2-TZVPD

## Properties
HOMO level: -0.49412 hartree
charge: +1
molecular weight: 245.39 g mol⁻¹
SMILES string: CCCCN[N@H+]1CO[C@H](CCCC)[C@@H]1OCC
HOMO-LUMO gap: 11.14 eV

Positions of all 46 atoms, in Å:
C  4.9267  -1.2630  0.9112
C  5.2852  -0.1419  -0.0658
C  4.2665  0.0111  -1.2031
C  3.2847  1.1561  -1.0044
N  2.2921  0.9756  0.0601
N  1.1094  0.3104  -0.3443
C  1.1049  -1.1947  -0.2161
O  -0.2247  -1.4946  -0.4052
C  -0.9200  -0.6659  0.5264
C  -2.3734  -0.4879  0.2077
C  -3.1714  -1.7817  0.2258
C  -4.6847  -1.4797  0.1356
C  -5.3084  -1.8227  -1.2350
C  -0.1197  0.6789  0.4749
O  -0.7077  1.7947  -0.0482
C  -1.2541  2.7223  0.9121
C  -2.6053  3.2291  0.4278
H  4.9503  -2.2017  0.3707
H  5.6604  -1.3053  1.7062
H  3.9232  -1.1400  1.3139
H  6.2308  -0.4275  -0.5123
H  5.4684  0.7962  0.4513
H  3.7801  -0.9491  -1.3682
H  4.8082  0.2296  -2.1181
H  2.7791  1.3606  -1.9440
H  3.8521  2.0426  -0.7438
H  2.6707  0.5386  0.8917
H  0.8872  0.5682  -1.3108
H  1.4402  -1.3951  0.7996
H  1.6605  -1.7164  -0.9828
H  -0.8585  -1.0490  1.5452
H  -2.7719  0.1528  0.9880
H  -2.5247  0.0110  -0.7442
H  -2.8865  -2.4228  -0.5993
H  -2.9969  -2.3469  1.1395
H  -5.2159  -1.9788  0.9338
H  -4.8352  -0.4167  0.2969
H  -6.1368  -2.5092  -1.1100
H  -5.7007  -0.9378  -1.7199
H  -4.5659  -2.2479  -1.8956
H  0.2967  0.9255  1.4512
H  -0.5765  3.5603  1.0147
H  -1.3875  2.2479  1.8786
H  -2.5271  4.2103  -0.0244
H  -3.3118  3.2986  1.2461
H  -3.0120  2.5559  -0.3133

#x
Molecular formula: C13H29N2O2
Method: DFT, ωB97M-V/def2-TZVPD

## Properties
HOMO level: -0.35749 hartree
charge: +1
molecular weight: 245.39 g mol⁻¹
HOMO-LUMO gap: 6.26 eV

Positions of all 46 atoms, in Å:
O  1.3881  -1.0199  -2.5294
C  0.5438  -0.3111  -2.2475
O  0.3500  0.0739  -0.9489
C  -0.3703  0.3127  -3.2738
C  -1.8463  0.0498  -2.9597
C  -2.7534  1.1838  -3.4356
C  -4.1022  1.0004  -2.7143
C  -4.4843  -0.4770  -2.4617
C  -3.7631  -1.5265  -3.3083
N  -2.3375  -1.1647  -3.6508
H  -0.3790  -0.4138  -0.5466
H  -0.0923  -0.0362  -4.2585
H  -0.2120  1.3776  -3.2082
H  -1.9327  -0.0131  -1.8831
H  -2.9446  1.0102  -4.4918
H  -2.3168  2.1475  -3.2499
H  -4.8949  1.5629  -3.1766
H  -3.9582  1.4508  -1.7404
H  -4.4186  -0.7329  -1.4187
H  -5.5278  -0.5816  -2.7142
H  -4.2712  -1.7847  -4.2211
H  -3.7226  -2.4332  -2.7272
H  -1.6807  -1.9320  -3.4901
H  -2.2995  -0.9727  -4.6531
C  3.4569  -0.5979  5.3430
C  3.6377  -0.2475  3.8732
N  2.5085  -0.6401  3.0503
C  2.7874  -0.6053  1.6257
C  3.1063  0.7495  0.9846
C  1.2190  -0.1126  3.4557
C  1.0629  1.4095  3.5657
H  3.2099  -1.6534  5.4644
H  4.3833  -0.4045  5.8847
H  2.6735  -0.0022  5.8140
H  4.5218  -0.7784  3.5110
H  3.8638  0.8264  3.7878
H  1.9469  -1.0591  1.0921
H  3.6340  -1.2739  1.4398
H  2.2192  1.3755  0.8951
H  3.4871  0.5922  -0.0275
H  3.8693  1.2993  1.5356
H  0.9672  -0.5465  4.4274
H  0.4539  -0.5016  2.7762
H  1.8822  1.8688  4.1191
H  0.1403  1.6432  4.1021
H  0.9949  1.8883  2.5895

Stability check: which of them is most stable? #x.

#w
Molecular formula: C6H33NO11
Method: DFT, ωB97M-V/def2-TZVPD

## Properties
HOMO level: -0.33511 hartree
charge: 0
molecular weight: 295.33 g mol⁻¹
SMILES string: NCCCCCC=O.O.O.O.O.O.O.O.O.O.O
HOMO-LUMO gap: 9.53 eV

Positions of all 51 atoms, in Å:
O  -0.6670  -3.2132  -1.7299
C  0.5357  -3.2430  -1.5585
C  1.1630  -3.8746  -0.3597
C  2.2050  -2.9418  0.2643
C  1.6359  -1.5802  0.6687
C  0.6666  -1.6161  1.8469
C  0.2227  -0.2186  2.2907
N  -0.3528  0.6266  1.2570
H  1.2081  -2.7835  -2.2987
H  0.4126  -4.1613  0.3665
H  1.6324  -4.8193  -0.6578
H  3.0155  -2.7736  -0.4483
H  2.6555  -3.4186  1.1290
H  2.4740  -0.9175  0.8952
H  1.1556  -1.1066  -0.1906
H  1.1249  -2.1699  2.6736
H  -0.2038  -2.2184  1.5819
H  1.0635  0.3074  2.7425
H  -0.5141  -0.3210  3.0901
H  0.3210  0.8872  0.5393
H  -1.1545  0.2171  0.7896
H  -2.5991  -2.1138  0.5191
H  -1.8622  -3.2700  -0.2618
O  -2.5691  -3.0719  0.3859
H  1.7587  1.6159  -0.6885
H  0.9950  2.9472  -0.7695
O  1.6905  2.4961  -0.2503
H  -3.0919  -0.8847  -1.6643
H  -3.7856  0.3716  -1.1121
O  -2.9519  -0.1197  -1.0400
H  0.6043  0.4585  -2.0811
H  2.0785  0.3232  -2.5334
O  1.5075  0.1381  -1.7787
H  -1.7213  3.3616  1.3790
H  -0.5274  4.3007  1.5416
O  -1.4042  4.2101  1.0866
H  -1.5745  0.7081  -1.8996
H  -0.8670  2.1160  -2.0948
O  -0.9058  1.1967  -2.4265
H  1.4498  3.6594  2.7571
H  1.4454  3.5787  1.1783
O  1.1612  4.1281  1.9424
H  3.3318  2.6205  3.8978
H  2.4039  1.7133  3.1272
O  2.4026  2.3734  3.8119
H  -2.3386  -2.7121  -2.5928
H  -3.5989  -2.9285  -1.7733
O  -3.2546  -2.3975  -2.5192
H  -0.6700  4.4607  -1.8924
H  -0.9238  3.9417  -0.4213
O  -0.5589  3.6900  -1.3263

#x
Molecular formula: C6H33NO11
Method: DFT, ωB97M-V/def2-TZVPD

## Properties
HOMO level: -0.36269 hartree
charge: 0
molecular weight: 295.33 g mol⁻¹
SMILES string: CCN(CC)C(C)=O.O.O.O.O.O.O.O.O.O.O
HOMO-LUMO gap: 9.76 eV

Positions of all 51 atoms, in Å:
C  -1.8771  -0.9353  -1.1410
C  -0.7031  -0.2353  -0.6055
N  0.2240  -0.9106  0.2527
C  1.0845  0.0612  1.1257
C  2.0468  0.8223  0.3056
C  -0.1245  -2.0876  1.0519
C  0.1366  -3.3808  0.4106
O  -0.2778  0.8734  -0.9978
H  -2.1568  -0.5980  -2.2470
H  -2.6745  -0.9582  -0.3209
H  -1.5963  -2.0324  -1.4096
H  0.4248  0.7465  1.5282
H  1.4673  -0.5290  1.8811
H  2.8463  1.0337  0.9581
H  2.1787  0.2023  -0.6062
H  1.8174  1.8634  -0.0366
H  0.5332  -2.1516  2.0043
H  -1.2776  -1.9328  1.3795
H  -0.3286  -4.1588  1.0498
H  -0.2751  -3.6687  -0.5814
H  1.2287  -3.6562  0.2821
H  -3.7678  2.5432  0.8315
H  -3.5901  1.8955  -0.6140
O  -3.9406  1.7205  0.2924
H  2.6035  -1.6721  -2.8351
H  1.5030  -1.6393  -1.9404
O  1.6901  -1.2424  -2.8031
H  3.3069  -2.6054  0.1911
H  2.2458  -1.6859  0.0521
O  2.9928  -2.0772  -0.3872
H  -3.3074  -2.5000  1.6620
H  -2.3306  -3.5141  0.8225
O  -2.8971  -3.4099  1.5659
H  -1.8711  1.6004  0.7166
H  -0.6991  2.3210  0.0540
O  -1.3960  2.3892  0.6684
H  1.0947  4.3195  0.2874
H  1.8168  3.6297  1.4032
O  1.9697  4.1463  0.6644
H  0.1344  2.8134  2.4439
H  0.8045  2.9756  3.6951
O  0.9780  2.5232  2.9361
H  1.8462  0.2188  -3.3659
H  1.2206  1.1472  -4.6217
O  2.0363  0.8207  -4.2255
H  -3.9425  0.2894  1.2535
H  -3.1206  -0.3796  2.5973
O  -3.6427  -0.5281  1.7676
H  1.9198  1.9997  -3.0580
H  1.8053  2.7298  -1.7302
O  1.8403  2.8036  -2.6074

Stability check: which of them is most stable? #w.

#w
Molecular formula: C6H15NO2
Method: DFT, ωB97M-V/def2-TZVPD

## Properties
HOMO level: -0.31387 hartree
charge: 0
molecular weight: 133.19 g mol⁻¹
SMILES string: CN1CCC[C@H]1CO.O
HOMO-LUMO gap: 9.15 eV

Positions of all 24 atoms, in Å:
C  -1.1430  1.4764  -0.8827
N  -0.4995  1.0059  0.3493
C  0.3791  2.0126  0.9667
C  1.3354  1.2127  1.8275
C  1.5834  -0.0297  0.9909
C  0.2857  -0.2386  0.1486
C  -0.5131  -1.4603  0.6649
O  -0.5956  -2.4975  -0.3215
H  -1.9039  2.1891  -0.5724
H  -0.4196  1.7887  -1.6356
H  -1.6782  0.6010  -1.2650
H  -0.2291  2.6998  1.5559
H  0.8809  2.6358  0.2037
H  2.2615  1.7747  1.9731
H  0.8377  1.0713  2.7781
H  2.3780  0.0823  0.2487
H  1.9445  -0.8905  1.5505
H  0.5754  -0.2628  -0.8998
H  -1.4927  -1.1276  1.0123
H  0.0147  -1.9177  1.4974
H  -1.3754  -2.3373  -0.8681
H  -1.5457  -2.1882  -3.1942
H  -0.0887  -2.6375  -3.1063
O  -0.9917  -2.9628  -3.0218

#x
Molecular formula: C6H15NO2
Method: DFT, ωB97M-V/def2-TZVPD

## Properties
HOMO level: -0.26812 hartree
charge: 0
molecular weight: 133.19 g mol⁻¹
HOMO-LUMO gap: 8.07 eV

Positions of all 24 atoms, in Å:
C  1.3924  -0.1891  -0.2967
C  -0.2436  0.1109  -1.3416
C  1.1504  0.6010  -1.5669
C  -1.2206  -0.8919  1.5722
C  -0.5563  0.7770  1.6000
C  -1.3148  1.1604  -1.3966
N  1.8594  -1.4996  -0.4555
O  2.1194  0.5283  0.6282
O  -0.6787  -1.9728  0.8561
H  2.2844  -0.0605  1.3838
H  -1.0166  -1.8674  -0.0460
H  -0.4840  -0.7444  -1.9728
H  1.1212  -2.1724  -0.2581
H  2.6363  -1.7624  0.1393
H  1.3051  1.6627  -1.3933
H  1.6765  0.1587  -2.4097
H  -2.2941  -0.7935  1.4060
H  -0.9656  -1.1094  2.6086
H  -1.5643  1.1907  1.5145
H  -0.2501  0.9459  2.6322
H  -0.0025  1.5350  1.0525
H  -0.9329  2.1884  -1.4012
H  -1.9695  1.0631  -2.2652
H  -2.0515  1.1416  -0.5897

#y
Molecular formula: C6H15NO2
Method: DFT, ωB97M-V/def2-TZVPD

## Properties
HOMO level (spin up / spin down): -0.22092 / -0.22094 hartree
charge: 0
molecular weight: 133.19 g mol⁻¹
HOMO-LUMO gap (spin up / spin down): 6.67 / 6.67 eV

Positions of all 24 atoms, in Å:
C  -0.3043  -1.4681  0.6037
C  -0.1298  0.0583  -1.2509
C  1.0810  0.7375  1.2676
C  0.7023  -0.6634  -2.2854
C  -1.1206  1.0252  -1.8459
C  0.0040  1.6265  1.8800
N  -1.0597  -1.7354  1.7115
O  -0.8597  -0.8137  -0.3660
O  0.7817  -2.2606  0.4588
H  1.5204  -1.7373  0.1202
H  0.7168  0.5120  0.0583
H  -1.8840  -1.1678  1.8284
H  -0.6414  -2.3141  2.4219
H  1.9808  1.3241  1.0534
H  1.3904  -0.0432  1.9669
H  -1.7829  0.5645  -2.5929
H  1.3823  -1.4072  -1.8626
H  0.0891  -1.1754  -3.0396
H  1.3195  0.0702  -2.8089
H  -0.5778  1.8322  -2.3422
H  -1.7462  1.4640  -1.0686
H  -0.8922  1.0476  2.1210
H  -0.3023  2.4021  1.1740
H  0.3326  2.1222  2.7973

Stability check: which of them is most stable? #w.